(1)
Formula: C7H12N6O
Source: the OMol25 dataset
Level of theory: the ωB97M-V functional and the def2-TZVPD basis

XYZ file:
```
26
C7H12N6O | the OMol25 dataset | the ωB97M-V functional and the def2-TZVPD basis
C 1.58313 0.35378 0.95264
C 3.33453 -1.89160 -0.60979
C -2.01824 -0.39079 0.22818
C -0.79623 -0.81664 -0.70299
C -1.42816 0.32165 1.43333
C 0.22802 0.29725 -1.00316
C -0.50534 1.53092 0.98996
N 2.54793 -0.22284 1.24397
N 2.81586 -3.36410 2.42715
N 2.83897 -2.99647 1.36812
N 2.74283 -2.75668 0.22416
N 0.55647 0.92116 0.27792
N 4.54119 -1.45094 -0.24833
O 2.80900 -1.50623 -1.60199
H -2.50052 0.33107 -0.45739
H -2.68387 -1.16192 0.50986
H -0.18436 -1.57575 -0.16769
H -1.30982 -1.15425 -1.64465
H -2.22303 0.58629 2.03121
H -0.83425 -0.31769 2.02055
H 1.05378 -0.17865 -1.58204
H -0.16946 1.14796 -1.47788
H -1.08777 2.12783 0.31383
H -0.12966 2.05651 1.91902
H 4.97316 -1.56208 0.64456
H 5.03962 -0.92364 -0.89745
```

Summary:
* energy: -18438.6910 eV
* LUMO level: 0.93 eV
* net charge: 0
* energy above the lowest of the compared OMol25 structures with the same formula, charge and spin: 0.5 kJ/mol

Löwdin atomic charge list, values in e, 5 entries: C -0.23; C -0.71; C -0.17; C -0.15; C -0.17

---

(2)
Formula: C30H60O30
Source: the OMol25 dataset
Level of theory: the ωB97M-V functional and the def2-TZVPD basis

XYZ file:
```
120
C30H60O30 | the OMol25 dataset | the ωB97M-V functional and the def2-TZVPD basis
C 3.02951 -1.90000 4.36276
O 2.97183 -0.77239 5.19874
C 1.84399 -0.49075 5.81281
O 0.87462 -1.17809 5.93702
O 1.89114 0.83407 6.23724
C 0.77747 1.33480 7.00584
H 3.97707 -2.05852 3.84788
H 2.43491 -1.70135 3.47108
H 2.57720 -2.73194 4.90257
H 0.99990 1.56421 8.04795
H 0.00162 0.57301 6.92943
H 0.35601 2.23448 6.55745
C -0.71492 -1.53775 3.47474
O -1.19012 -2.13109 2.24136
C -1.94304 -3.27545 2.32743
O -2.07914 -4.09101 3.27544
O -2.52233 -3.47269 1.13884
C -3.25080 -4.67783 0.85942
H -1.56391 -1.50164 4.15739
H -0.32879 -0.55791 3.19385
H 0.08945 -2.15839 3.86959
H -2.70385 -5.58086 1.13049
H -3.29049 -4.71239 -0.22931
H -4.25197 -4.61358 1.28561
C 6.87886 4.60854 1.48153
O 7.53563 5.80028 1.11548
C 8.65059 5.80890 0.45485
O 9.15941 4.83981 -0.11133
O 9.17002 7.04298 0.46420
C 10.30865 7.34573 -0.29042
H 6.09959 4.95799 2.15882
H 7.58160 4.00691 2.05799
H 6.41233 4.05188 0.66876
H 10.50915 8.40019 -0.48023
H 10.25049 6.78129 -1.22108
H 11.09637 6.91400 0.32699
C -2.84048 2.93663 -3.38662
O -2.72614 3.09735 -1.95806
C -1.58565 2.53498 -1.41197
O -0.96034 1.58602 -1.89896
O -1.32420 3.08845 -0.27538
C -0.38331 2.65850 0.62576
H -2.75948 1.89460 -3.69600
H -2.14502 3.57303 -3.93382
H -3.83384 3.29770 -3.65301
H -0.39300 3.05875 1.63957
H 0.61556 2.76152 0.20178
H -0.37370 1.60371 0.90042
C 0.74348 -5.24169 0.02234
O -0.35021 -5.99713 -0.44519
C -0.67725 -7.12002 0.09042
O -0.09111 -7.77910 0.91479
O -1.77435 -7.54641 -0.53846
C -2.32491 -8.83061 -0.19290
H 1.37225 -5.01202 -0.83789
H 1.33072 -5.70342 0.81610
H 0.45577 -4.24046 0.34306
H -1.63821 -9.66552 -0.33247
H -3.24637 -9.13391 -0.68991
H -2.54527 -8.77300 0.87304
C -3.52706 -0.29157 -0.17428
O -4.91550 -0.54976 -0.12001
C -5.71803 0.51982 -0.42558
O -5.32146 1.70132 -0.44875
O -6.97407 0.17466 -0.40242
C -7.98482 1.22853 -0.53099
H -3.11866 0.43945 0.52352
H -3.12013 0.10080 -1.10624
H -3.11588 -1.29225 -0.04135
H -7.96770 1.81327 0.38872
H -8.91987 0.67448 -0.61357
H -8.01892 1.92780 -1.36643
C -0.61764 1.32215 -8.77929
O -0.47984 1.01755 -7.46089
C -1.53444 0.62613 -6.65225
O -2.71422 0.78731 -7.02311
O -1.06668 0.00617 -5.54009
C -1.92667 -0.68850 -4.66255
H 0.37800 1.40615 -9.21489
H -1.16195 2.24753 -8.96772
H -1.08152 0.50291 -9.32863
H -2.59114 -0.02036 -4.11467
H -1.33480 -1.07231 -3.83160
H -2.44732 -1.51638 -5.14384
C -5.86310 -2.38877 -4.21888
O -4.45155 -2.51910 -4.05384
C -3.98669 -3.27830 -3.02188
O -4.57141 -3.55909 -1.96101
O -2.73868 -3.65675 -3.34295
C -1.87654 -4.00578 -2.40131
H -6.20705 -3.33515 -4.63621
H -6.05541 -1.52924 -4.86100
H -6.29327 -2.21961 -3.23174
H -2.13364 -3.61214 -1.41792
H -0.97083 -3.54319 -2.79349
H -1.73756 -5.08656 -2.42790
C 2.74818 4.73443 0.54948
O 2.05334 4.73347 1.84434
C 2.81765 4.33742 2.87183
O 3.84867 3.71554 2.81800
O 2.32365 4.81028 4.01316
C 2.70220 4.40096 5.25097
H 3.04102 3.73311 0.23375
H 3.51168 5.49943 0.40825
H 1.91258 4.91617 -0.12642
H 2.58439 3.31796 5.28752
H 2.07809 4.84619 6.02579
H 3.72782 4.71297 5.44811
C 0.02158 -0.95062 -0.61840
O 1.29841 -0.32688 -0.73487
C 1.95000 -0.00676 0.36910
O 1.57364 -0.40598 1.44697
O 3.20184 0.54012 0.07465
C 4.15703 0.83909 1.10128
H -0.78828 -0.82388 -1.33684
H -0.44738 -0.55588 0.28291
H 0.13488 -2.03172 -0.69901
H 3.84866 1.09018 2.11615
H 4.87582 1.56851 0.72792
H 4.80741 -0.02851 1.21255
```

Summary:
* energy: -93503.3565 eV
* LUMO level: 0.47 eV
* net charge: 0
* SMILES: COC(=O)OC.COC(=O)OC.COC(=O)OC.COC(=O)OC.COC(=O)OC.COC(=O)OC.COC(=O)OC.COC(=O)OC.COC(=O)OC.COC(=O)OC
* energy above the lowest of the compared OMol25 structures with the same formula, charge and spin: 433.6 kJ/mol

Löwdin atomic charge list, values in e, 5 entries: C -0.04; O 0.02; C -0.57; O 0.12; O -0.03

---

(3)
Formula: C51H64O5S
Source: the OMol25 dataset
Level of theory: the ωB97M-V functional and the def2-TZVPD basis

XYZ file:
```
121
C51H64O5S | the OMol25 dataset | the ωB97M-V functional and the def2-TZVPD basis
C 2.14335 -2.83301 4.91891
O 1.94136 -1.99048 6.05778
C 0.58424 -1.51652 6.06123
C 0.65584 0.03750 6.38344
C -0.64113 0.56230 7.10196
C -1.88376 0.77719 6.15745
C -1.60741 1.67191 4.88284
C -2.20612 0.94732 3.61981
C -1.92966 1.77299 2.29423
C -1.08709 0.98037 1.23950
C -0.82183 1.82271 -0.06926
C 0.31135 1.08460 -0.88813
C 1.75170 1.67538 -0.72015
O 2.58409 0.61980 -1.34329
S 4.01010 0.43321 -0.51427
O 5.02896 0.72072 -1.50265
O 4.18293 -0.78836 0.22976
O 3.78635 1.75127 0.46659
C 2.37463 1.74489 0.73891
C 1.75983 2.81417 1.72034
C 2.77744 3.51695 2.65962
C 3.96684 2.91063 3.23809
C 4.87630 3.58339 4.14599
C 4.54359 4.97139 4.50685
C 3.38723 5.65419 3.95895
C 2.50133 4.91750 3.03706
C 1.26742 5.72639 2.50002
H 1.44268 -3.71302 4.96099
H 3.18815 -3.25073 4.93535
H 1.95550 -2.29170 3.94580
H 0.05658 -1.67606 5.07942
H 0.00442 -2.06503 6.86273
H 0.90887 0.56109 5.42808
H 1.51765 0.21056 7.08544
H -0.42577 1.48266 7.71642
H -0.94197 -0.22943 7.84947
H -2.38438 -0.19094 5.86524
H -2.65717 1.32529 6.77084
H -2.08900 2.67496 5.05695
H -0.52460 1.87386 4.67887
H -3.32198 0.87440 3.78329
H -1.85389 -0.12218 3.54897
H -1.41733 2.72966 2.59414
H -2.93639 2.01690 1.85304
H -0.09812 0.61977 1.65121
H -1.62115 0.04007 0.90918
H -1.75095 1.77935 -0.70966
H -0.62055 2.90778 0.10593
H 0.04902 1.22047 -1.97967
H 0.27120 -0.02117 -0.70335
H 2.05138 2.58278 -1.30360
H 2.05880 0.76027 1.20295
H 1.04056 2.25285 2.38436
H 1.11749 3.52526 1.13689
H 4.20294 1.85018 2.96498
H 5.78120 3.08041 4.55385
H 5.20243 5.50330 5.22655
H 3.16128 6.69905 4.26601
H 1.12853 5.51334 1.40150
H 1.52271 6.82252 2.54463
H 0.33782 5.50278 3.09002
C -4.45581 1.24704 -4.36152
C -5.78151 1.03503 -4.00354
C -6.08534 0.36042 -2.82719
C -5.06275 -0.09406 -2.00350
C -3.73715 0.12126 -2.35985
C -3.43304 0.78788 -3.54057
H -4.21930 1.77023 -5.28064
H -6.57921 1.39537 -4.64266
H -7.11938 0.18956 -2.55175
H -5.29947 -0.61617 -1.08341
H -2.93864 -0.23244 -1.71579
H -2.39835 0.95082 -3.82087
C -3.91294 -2.75469 1.89804
C -5.23580 -2.97559 2.26069
C -5.53022 -3.66515 3.43059
C -4.50102 -4.12565 4.24312
C -3.17799 -3.90151 3.88220
C -2.88373 -3.21998 2.70774
H -3.68323 -2.21944 0.98337
H -6.03868 -2.61056 1.63035
H -6.56204 -3.84310 3.70995
H -4.73064 -4.65928 5.15801
H -2.37517 -4.25930 4.51693
H -1.85134 -3.04991 2.42351
C 0.81258 -2.91978 -2.27679
C -0.37975 -2.41205 -2.77977
C -1.30641 -3.26348 -3.36820
C -1.04488 -4.62630 -3.44543
C 0.14486 -5.13503 -2.93916
C 1.07589 -4.28162 -2.35872
H 1.53698 -2.25371 -1.82080
H -0.58651 -1.34920 -2.71362
H -2.23300 -2.86543 -3.76638
H -1.76934 -5.29174 -3.90044
H 0.34763 -6.19844 -2.99790
H 2.00613 -4.67790 -1.96917
C 4.21627 2.58653 -3.81628
C 3.13561 2.31033 -4.64672
C 2.72526 3.24490 -5.59069
C 3.40175 4.45306 -5.71127
C 4.48412 4.72848 -4.88414
C 4.88880 3.79773 -3.93414
H 4.53359 1.85781 -3.07700
H 2.61211 1.36461 -4.55701
H 1.87867 3.03137 -6.23339
H 3.08507 5.17992 -6.45045
H 5.01258 5.67037 -4.97961
H 5.72958 4.01528 -3.28565
C 0.57042 -5.29570 -8.99812
C 0.64256 -6.10964 -7.87420
C 0.46592 -5.56451 -6.60808
C 0.20741 -4.20675 -6.46617
C 0.13179 -3.39347 -7.59059
C 0.31735 -3.93664 -8.85624
H 0.71156 -5.72048 -9.98526
H 0.83760 -7.17025 -7.98514
H 0.52887 -6.19826 -5.73094
H 0.06563 -3.78320 -5.48170
H -0.07141 -2.33425 -7.47995
H 0.26361 -3.30105 -9.73248
```

Summary:
* energy: -74994.2143 eV
* LUMO level: 0.39 eV
* net charge: 0

Löwdin atomic charge list, values in e, 5 entries: C -0.13; O -0.21; C -0.23; C -0.17; C -0.21

---

(4)
Formula: C46H40N4O3Rh
Source: the OMol25 dataset
Level of theory: the ωB97M-V functional and the def2-TZVPD basis

XYZ file:
```
94
C46H40N4O3Rh | the OMol25 dataset | the ωB97M-V functional and the def2-TZVPD basis
Rh 0.37284 0.50999 0.30529
O -1.39159 0.10400 -0.33419
C -1.82090 -1.21923 -0.64116
C -0.73672 -1.92933 -1.50361
C 0.49474 -2.38391 -0.76450
C 0.84907 -3.72161 -0.67821
C 2.00105 -4.07859 0.00265
C 2.79086 -3.09306 0.57226
C 2.40005 -1.77072 0.45328
C 3.20388 -0.63823 1.01783
C 2.58286 0.00173 2.28257
O 1.22640 0.35319 2.02510
C 3.29584 1.29805 2.64848
C 4.44095 1.74630 2.00483
C 5.02025 2.95878 2.36380
C 4.45487 3.73373 3.36223
C 3.30973 3.28713 4.01353
C 2.73858 2.07633 3.66275
C 2.61665 -1.02786 3.40627
C 1.53003 -1.87152 3.61037
C 1.59145 -2.87331 4.56811
C 2.74099 -3.04392 5.32574
C 3.82788 -2.20545 5.12397
C 3.76655 -1.20092 4.16883
N 1.27208 -1.44948 -0.19993
C -2.06812 -2.01193 0.63621
C -2.02234 -1.40770 1.88324
C -2.23129 -2.15301 3.03935
C -2.49029 -3.51021 2.95799
C -2.55218 -4.12206 1.71081
C -2.34487 -3.37811 0.56258
C -3.09125 -1.04343 -1.47696
C -4.34083 -1.43399 -1.01431
C -5.47494 -1.22808 -1.79068
C -5.37271 -0.62467 -3.03191
C -4.12822 -0.21411 -3.49408
C -2.99999 -0.41872 -2.72022
H -0.44273 -1.22744 -2.28718
H -1.18293 -2.78850 -2.00164
H 0.21950 -4.46957 -1.13884
H 2.28239 -5.11971 0.08797
H 3.69327 -3.33632 1.11611
H 3.31698 0.12620 0.24567
H 4.19931 -0.99937 1.27168
H 4.90104 1.16913 1.21384
H 5.91666 3.29229 1.85540
H 4.90484 4.67723 3.64117
H 2.86768 3.88208 4.80171
H 1.85247 1.72371 4.17557
H 0.62924 -1.74098 3.02528
H 0.73619 -3.51958 4.71942
H 2.78929 -3.82214 6.07570
H 4.72370 -2.32661 5.71863
H 4.61404 -0.53939 4.02989
H -1.84566 -0.34304 1.96201
H -2.19580 -1.66273 4.00362
H -2.65890 -4.08924 3.85623
H -2.77139 -5.17902 1.63462
H -2.42430 -3.86324 -0.40330
H -4.44363 -1.90028 -0.04416
H -6.44082 -1.53983 -1.41589
H -6.25644 -0.46648 -3.63524
H -4.03978 0.27173 -4.45678
H -2.04287 -0.06595 -3.08291
C 7.03361 -0.95655 0.87709
C 6.67161 -0.12618 -0.32307
C 5.81898 -0.60787 -1.30932
C 5.51067 0.14245 -2.43600
C 6.03793 1.41803 -2.58045
N 5.81512 2.21670 -3.73749
C 4.72995 2.13323 -4.59122
O 4.82125 2.27310 -5.78590
N 3.50132 1.86559 -3.98706
C 3.11072 2.27867 -2.70270
C 3.58773 3.43604 -2.08777
C 3.11146 3.77254 -0.83320
C 2.16268 2.96738 -0.22827
N 1.70767 1.85996 -0.81885
C 2.17966 1.51351 -2.01872
C 6.87269 1.92662 -1.58828
C 7.19461 1.15584 -0.48504
H 6.53124 -1.92398 0.85390
H 6.76202 -0.45334 1.80883
H 8.10795 -1.14074 0.91373
H 5.41384 -1.60987 -1.21701
H 4.88465 -0.27644 -3.21296
H 6.64769 2.47941 -4.24717
H 2.77100 1.73561 -4.67199
H 4.31659 4.05361 -2.59364
H 3.45754 4.65885 -0.32145
H 1.77556 3.19493 0.75689
H 1.80344 0.59354 -2.45076
H 7.28495 2.92182 -1.70143
H 7.86593 1.55671 0.26572
```

Summary:
* energy: -63456.6448 eV
* <S²>: 6.01
* LUMO level (spin up / spin down): -2.60 / -4.92 eV
* spin multiplicity: 5
* net charge: +1
* energy above the lowest of the compared OMol25 structures with the same formula, charge and spin: 27.6 kJ/mol

Löwdin atomic charge list, values in e, 5 entries: Rh 1.39; O -0.28; C -0.44; C -0.05; C -0.24

---

Question: Which value of net charge does entry 3 give?
Answer: 0